Record 1
Here is a cluster of 4 separate species, C34H68O6S2 in total at a distorted geometry from the Open Molecules 2025 dataset. Energies are from ωB97M-V/def2-TZVPD.

The spin multiplicity is 1. The calculation puts the highest occupied orbital energy at -9.431 eV. As for the molar mass: 637.05 g mol⁻¹. As for the SMILES: C#CC[C@@]1([C@H](C)CC)[C@@H](CCC(=O)O)[C@H](OCC)OS(=O)(=O)[C@H]1S.CCCCCC.CCCCCC.CCCCCC. The calculation puts the frontier orbital gap at 9.8 eV. As for the LUMO energy: 0.362 eV.

Last columns: bonded neighbours and bond lengths (Å).
CARTESIAN COORDINATES (ANGSTROEM)
1 C -1.292 2.345 -2.142  C2 1.198, H25 1.061
2 C -0.458 2.346 -3.003  C1 1.198, C3 1.477
3 C 0.792 2.443 -3.783  C2 1.477, C4 1.545, H26 1.085, H27 1.092
4 C 2.066 2.213 -2.938  C3 1.545, C5 1.546, C9 1.567, C23 1.602
5 C 2.401 3.504 -2.158  C4 1.546, C6 1.540, C7 1.554, H28 1.093
6 C 2.740 4.731 -3.025  C5 1.540, H29 1.087, H30 1.090, H31 1.092
7 C 3.523 3.373 -1.091  C5 1.554, C8 1.551, H32 1.091, H33 1.088
8 C 3.123 4.021 0.261  C7 1.551, H34 1.089, H35 1.091, H36 1.089
9 C 1.956 0.955 -2.011  C4 1.567, C10 1.543, C15 1.530, H37 1.093
10 C 1.208 1.161 -0.677  C9 1.543, C11 1.553, H38 1.086, H39 1.086
11 C 2.067 0.777 0.559  C10 1.553, C12 1.509, H40 1.088, H41 1.090
12 C 2.519 -0.662 0.558  C11 1.509, O13 1.195, O14 1.379
13 O 1.845 -1.516 1.053  C12 1.195
14 O 3.708 -0.997 -0.055  C12 1.379, H42 0.964
15 C 1.512 -0.287 -2.786  C9 1.530, O16 1.379, O19 1.458, H43 1.093
16 O 1.025 -1.273 -1.953  C15 1.379, C17 1.435
17 C -0.080 -1.997 -2.511  O16 1.435, C18 1.534, H44 1.087, H45 1.091
18 C -1.415 -1.305 -2.206  C17 1.534, H46 1.091, H47 1.088, H48 1.088
19 O 2.728 -0.853 -3.358  C15 1.458, S20 1.593
20 S 3.411 0.106 -4.431  O19 1.593, O21 1.426, O22 1.430, C23 1.837
21 O 4.807 -0.186 -4.429  S20 1.426
22 O 2.807 -0.127 -5.706  S20 1.430
23 C 3.258 1.873 -3.953  C4 1.602, S20 1.837, S24 1.833, H49 1.087
24 S 3.177 2.749 -5.561  C23 1.833, H50 1.343
25 H -2.057 2.324 -1.407  C1 1.061
26 H 0.760 3.407 -4.279  C3 1.085
27 H 0.720 1.663 -4.544  C3 1.092
28 H 1.490 3.774 -1.618  C5 1.093
29 H 2.128 4.852 -3.915  C6 1.087
30 H 2.648 5.642 -2.434  C6 1.090
31 H 3.772 4.648 -3.371  C6 1.092
32 H 4.365 3.973 -1.442  C7 1.091
33 H 3.914 2.366 -0.961  C7 1.088
34 H 3.491 5.045 0.268  C8 1.089
35 H 2.041 4.068 0.391  C8 1.091
36 H 3.540 3.482 1.110  C8 1.089
37 H 2.991 0.740 -1.734  C9 1.093
38 H 0.878 2.179 -0.496  C10 1.086
39 H 0.322 0.539 -0.587  C10 1.086
40 H 2.886 1.474 0.725  C11 1.088
41 H 1.403 0.872 1.418  C11 1.090
42 H 4.407 -1.068 0.605  O14 0.964
43 H 0.758 -0.103 -3.554  C15 1.093
44 H -0.092 -2.949 -1.985  C17 1.087
45 H 0.067 -2.179 -3.576  C17 1.091
46 H -2.178 -2.080 -2.117  C18 1.091
47 H -1.368 -0.825 -1.230  C18 1.088
48 H -1.686 -0.594 -2.982  C18 1.088
49 H 4.180 2.246 -3.517  C23 1.087
50 H 2.134 2.144 -6.153  S24 1.343
51 C -8.645 3.008 -1.994  C52 1.526, H57 1.091, H58 1.091, H59 1.092
52 C -7.913 1.679 -1.831  C51 1.526, C53 1.528, H60 1.093, H61 1.093
53 C -6.506 1.828 -1.255  C52 1.528, C54 1.530, H62 1.094, H63 1.095
54 C -5.538 2.640 -2.117  C53 1.530, C55 1.528, H64 1.095, H65 1.094
55 C -5.339 2.113 -3.537  C54 1.528, C56 1.525, H66 1.093, H67 1.093
56 C -4.735 0.713 -3.584  C55 1.525, H68 1.092, H69 1.091, H70 1.091
57 H -8.131 3.670 -2.693  C51 1.091
58 H -9.653 2.845 -2.378  C51 1.091
59 H -8.731 3.524 -1.035  C51 1.092
60 H -7.877 1.161 -2.793  C52 1.093
61 H -8.494 1.039 -1.162  C52 1.093
62 H -6.090 0.832 -1.078  C53 1.094
63 H -6.574 2.303 -0.271  C53 1.095
64 H -4.567 2.672 -1.611  C54 1.095
65 H -5.880 3.678 -2.171  C54 1.094
66 H -4.673 2.799 -4.069  C55 1.093
67 H -6.286 2.123 -4.083  C55 1.093
68 H -3.765 0.693 -3.081  C56 1.092
69 H -4.583 0.398 -4.617  C56 1.091
70 H -5.383 -0.024 -3.107  C56 1.091
71 C 2.758 1.993 7.192  C72 1.526, H77 1.091, H78 1.091, H79 1.092
72 C 3.487 0.707 6.815  C71 1.526, C73 1.527, H80 1.093, H81 1.093
73 C 3.715 0.558 5.312  C72 1.527, C74 1.530, H82 1.094, H83 1.095
74 C 2.440 0.478 4.470  C73 1.530, C75 1.528, H84 1.095, H85 1.095
75 C 1.485 -0.654 4.847  C74 1.528, C76 1.525, H86 1.094, H87 1.093
76 C 2.093 -2.040 4.664  C75 1.525, H88 1.092, H89 1.091, H90 1.092
77 H 1.757 2.032 6.758  C71 1.091
78 H 2.647 2.067 8.275  C71 1.091
79 H 3.313 2.870 6.851  C71 1.092
80 H 2.937 -0.154 7.203  C72 1.093
81 H 4.460 0.698 7.314  C72 1.093
82 H 4.326 -0.332 5.134  C73 1.094
83 H 4.311 1.405 4.957  C73 1.095
84 H 2.725 0.364 3.419  C74 1.095
85 H 1.902 1.429 4.533  C74 1.095
86 H 0.594 -0.578 4.217  C75 1.094
87 H 1.140 -0.534 5.878  C75 1.093
88 H 2.402 -2.190 3.627  C76 1.092
89 H 1.364 -2.813 4.912  C76 1.091
90 H 2.962 -2.191 5.307  C76 1.092
91 C -2.763 -5.970 3.087  C92 1.526, H97 1.091, H98 1.091, H99 1.092
92 C -1.881 -6.565 1.994  C91 1.526, C93 1.528, H100 1.093, H101 1.093
93 C -0.411 -6.676 2.394  C92 1.528, C94 1.530, H102 1.094, H103 1.095
94 C 0.279 -5.344 2.694  C93 1.530, C95 1.528, H104 1.095, H105 1.094
95 C 0.248 -4.326 1.555  C94 1.528, C96 1.524, H106 1.089, H107 1.095
96 C 0.975 -4.799 0.302  C95 1.524, H108 1.092, H109 1.090, H110 1.092
97 H -2.468 -4.949 3.334  C91 1.091
98 H -3.805 -5.941 2.765  C91 1.091
99 H -2.711 -6.571 3.998  C91 1.092
100 H -1.982 -5.973 1.080  C92 1.093
101 H -2.250 -7.565 1.751  C92 1.093
102 H 0.133 -7.198 1.602  C93 1.094
103 H -0.332 -7.314 3.281  C93 1.095
104 H 1.321 -5.545 2.960  C94 1.095
105 H -0.174 -4.891 3.583  C94 1.094
106 H 0.719 -3.407 1.900  C95 1.089
107 H -0.786 -4.064 1.306  C95 1.095
108 H 2.022 -5.021 0.521  C96 1.092
109 H 0.955 -4.025 -0.465  C96 1.090
110 H 0.516 -5.696 -0.120  C96 1.092

***

Record 2
Here is a cluster of 14 separate species, C39H75Cl26N2O6PS2 in total at a distorted geometry from the Open Molecules 2025 dataset. Energies are from ωB97M-V/def2-TZVPD.

The spin multiplicity is 1. The calculation puts the highest occupied orbital energy at -7.958 eV. As for the molar mass: 1684.92 g mol⁻¹. The calculation puts the frontier orbital gap at 7.8 eV. As for the LUMO energy: -0.187 eV.

Last columns: bonded neighbours and bond lengths (Å).
CARTESIAN COORDINATES (ANGSTROEM)
1 O 5.517 -1.234 1.578  C2 1.163
2 C 4.573 -1.037 0.928  O1 1.163, N3 1.467, C19 1.543
3 N 3.914 0.258 0.725  C2 1.467, C4 1.471, H25 1.034
4 C 2.507 -0.153 0.849  N3 1.471, O5 1.400, C6 1.561, H26 1.111
5 O 1.535 0.855 0.830  C4 1.400, H27 0.965
6 C 2.246 -1.489 0.087  C4 1.561, C7 1.533, C19 1.571, H28 1.094
7 C 1.712 -1.480 -1.349  C6 1.533, C8 1.540, H29 1.097, H30 1.104
8 C 0.475 -0.589 -1.569  C7 1.540, C9 1.530, H31 1.096, H32 1.090
9 C -0.691 -0.904 -0.629  C8 1.530, S10 1.824, H33 1.094, H34 1.099
10 S -1.706 -2.310 -1.192  C9 1.824, C11 1.808
11 C -3.425 -1.782 -0.999  S10 1.808, S12 1.630, N13 1.400
12 S -3.920 -0.501 -1.876  C11 1.630
13 N -4.224 -2.492 -0.096  C11 1.400, C14 1.478, C18 1.463
14 C -4.418 -1.767 1.178  N13 1.478, C15 1.543, H35 1.100, H36 1.097
15 C -5.859 -1.284 1.443  C14 1.543, O16 1.428, H37 1.098, H38 1.104
16 O -6.890 -2.216 1.116  C15 1.428, C17 1.420
17 C -6.389 -3.391 0.496  O16 1.420, C18 1.534, H39 1.098, H40 1.098
18 C -5.480 -2.978 -0.669  N13 1.463, C17 1.534, H41 1.099, H42 1.099
19 C 3.738 -1.979 0.034  C2 1.543, C6 1.571, C20 1.540, H43 1.103
20 C 3.964 -3.502 0.071  C19 1.540, P21 1.818, H44 1.098, H45 1.097
21 P 3.915 -4.206 1.747  C20 1.818, O22 1.463, O23 1.618, O24 1.616
22 O 2.823 -3.697 2.575  P21 1.463
23 O 3.759 -5.797 1.494  P21 1.618, H46 0.972
24 O 5.320 -4.034 2.527  P21 1.616, H47 0.970
25 H 4.091 0.393 -0.285  N3 1.034
26 H 2.479 -0.503 1.904  C4 1.111
27 H 1.641 1.387 1.628  O5 0.965
28 H 1.752 -2.143 0.812  C6 1.094
29 H 2.462 -1.207 -2.102  C7 1.097
30 H 1.398 -2.515 -1.571  C7 1.104
31 H 0.124 -0.769 -2.591  C8 1.096
32 H 0.778 0.457 -1.542  C8 1.090
33 H -0.330 -1.032 0.396  C9 1.094
34 H -1.351 -0.026 -0.619  C9 1.099
35 H -3.803 -0.857 1.121  C14 1.100
36 H -4.042 -2.325 2.043  C14 1.097
37 H -6.095 -0.313 0.989  C15 1.098
38 H -5.920 -1.115 2.532  C15 1.104
39 H -7.257 -3.916 0.076  C17 1.098
40 H -5.922 -4.071 1.221  C17 1.098
41 H -6.016 -2.234 -1.274  C18 1.099
42 H -5.299 -3.880 -1.270  C18 1.099
43 H 4.133 -1.714 -0.961  C19 1.103
44 H 4.927 -3.706 -0.416  C20 1.098
45 H 3.195 -4.025 -0.510  C20 1.097
46 H 3.852 -6.247 2.351  O23 0.972
47 H 6.041 -3.885 1.896  O24 0.970
48 Cl -0.507 1.727 -3.389  C49 1.783
49 C 0.987 1.986 -4.327  Cl48 1.783, C50 1.505, H52 1.091, H53 1.093
50 C 0.880 1.434 -5.723  C49 1.505, Cl51 1.787, H54 1.091, H55 1.090
51 Cl 0.806 -0.351 -5.741  C50 1.787
52 H 1.811 1.529 -3.778  C49 1.091
53 H 1.162 3.064 -4.364  C49 1.093
54 H 1.760 1.720 -6.301  C50 1.091
55 H -0.006 1.815 -6.232  C50 1.090
56 Cl 0.523 7.570 -3.632  C57 1.782
57 C 1.677 6.574 -2.711  Cl56 1.782, C58 1.508, H60 1.088, H61 1.090
58 C 2.815 6.083 -3.570  C57 1.508, Cl59 1.786, H62 1.090, H63 1.087
59 Cl 2.278 4.885 -4.780  C58 1.786
60 H 1.127 5.748 -2.264  C57 1.088
61 H 2.068 7.200 -1.909  C57 1.090
62 H 3.562 5.590 -2.948  C58 1.090
63 H 3.302 6.900 -4.097  C58 1.087
64 Cl -4.806 -3.869 3.786  C65 1.788
65 C -3.379 -4.679 4.498  Cl64 1.788, C66 1.505, H68 1.085, H69 1.090
66 C -2.790 -3.869 5.623  C65 1.505, Cl67 1.786, H70 1.087, H71 1.086
67 Cl -2.033 -2.361 5.040  C66 1.786
68 H -2.656 -4.856 3.708  C65 1.085
69 H -3.717 -5.644 4.873  C65 1.090
70 H -2.012 -4.440 6.123  C66 1.087
71 H -3.546 -3.607 6.357  C66 1.086
72 Cl -5.667 -2.825 9.849  C73 1.782
73 C -4.329 -3.699 10.637  Cl72 1.782, C74 1.508, H76 1.088, H77 1.090
74 C -3.241 -4.053 9.654  C73 1.508, Cl75 1.782, H78 1.090, H79 1.089
75 Cl -3.788 -5.279 8.482  C74 1.782
76 H -4.738 -4.585 11.117  C73 1.088
77 H -3.929 -3.044 11.411  C73 1.090
78 H -2.383 -4.472 10.179  C74 1.090
79 H -2.907 -3.179 9.099  C74 1.089
80 Cl 4.429 8.977 -4.146  C81 1.785
81 C 5.939 9.176 -5.077  Cl80 1.785, C82 1.507, H84 1.091, H85 1.090
82 C 5.818 8.609 -6.468  C81 1.507, Cl83 1.782, H86 1.089, H87 1.088
83 Cl 5.687 6.832 -6.448  C82 1.782
84 H 6.744 8.700 -4.515  C81 1.091
85 H 6.142 10.245 -5.127  C81 1.090
86 H 6.707 8.858 -7.047  C82 1.089
87 H 4.951 9.006 -6.992  C82 1.088
88 Cl 6.775 7.094 -1.228  C89 1.784
89 C 7.905 8.380 -0.727  Cl88 1.784, C90 1.508, H92 1.088, H93 1.089
90 C 7.907 9.539 -1.693  C89 1.508, Cl91 1.782, H94 1.089, H95 1.089
91 Cl 8.616 9.096 -3.267  C90 1.782
92 H 8.895 7.940 -0.631  C89 1.088
93 H 7.584 8.721 0.256  C89 1.089
94 H 8.509 10.354 -1.292  C90 1.089
95 H 6.900 9.913 -1.869  C90 1.089
96 Cl -0.352 -5.984 4.593  C97 1.793
97 C 1.036 -5.603 3.524  Cl96 1.793, C98 1.505, H100 1.087, H101 1.088
98 C 0.842 -6.123 2.125  C97 1.505, Cl99 1.784, H102 1.089, H103 1.089
99 Cl 0.881 -7.905 2.057  C98 1.784
100 H 1.929 -6.020 3.985  C97 1.087
101 H 1.136 -4.520 3.502  C97 1.088
102 H 1.649 -5.762 1.491  C98 1.089
103 H -0.104 -5.790 1.702  C98 1.089
104 Cl 5.282 0.661 -2.169  C105 1.786
105 C 6.328 2.029 -1.695  Cl104 1.786, C106 1.509, H108 1.087, H109 1.090
106 C 6.204 3.192 -2.648  C105 1.509, Cl107 1.780, H110 1.090, H111 1.089
107 Cl 6.887 2.825 -4.250  C106 1.780
108 H 7.350 1.664 -1.637  C105 1.087
109 H 6.015 2.333 -0.696  C105 1.090
110 H 6.756 4.046 -2.255  C106 1.090
111 H 5.166 3.488 -2.784  C106 1.089
112 Cl -8.008 -1.179 8.926  C113 1.783
113 C -8.740 -1.891 7.464  Cl112 1.783, C114 1.508, H116 1.088, H117 1.089
114 C -10.116 -2.449 7.728  C113 1.508, Cl115 1.782, H118 1.090, H119 1.088
115 Cl -10.069 -3.888 8.778  C114 1.782
116 H -8.064 -2.657 7.090  C113 1.088
117 H -8.802 -1.096 6.722  C113 1.089
118 H -10.573 -2.756 6.788  C114 1.090
119 H -10.763 -1.711 8.198  C114 1.088
120 Cl 2.922 7.378 -8.322  C121 1.780
121 C 2.891 7.765 -10.060  Cl120 1.780, C122 1.509, H124 1.088, H125 1.089
122 C 4.273 8.015 -10.611  C121 1.509, Cl123 1.783, H126 1.089, H127 1.088
123 Cl 4.990 9.520 -9.977  C122 1.783
124 H 2.242 8.626 -10.203  C121 1.088
125 H 2.443 6.911 -10.567  C121 1.089
126 H 4.224 8.120 -11.694  C122 1.089
127 H 4.949 7.195 -10.377  C122 1.088
128 Cl 2.699 -9.302 6.997  C129 1.781
129 C 3.740 -7.905 7.362  Cl128 1.781, C130 1.507, H132 1.088, H133 1.089
130 C 3.530 -6.769 6.393  C129 1.507, Cl131 1.784, H134 1.089, H135 1.089
131 Cl 4.115 -7.169 4.756  C130 1.784
132 H 4.774 -8.245 7.359  C129 1.088
133 H 3.489 -7.576 8.369  C129 1.089
134 H 4.087 -5.893 6.722  C130 1.089
135 H 2.479 -6.496 6.317  C130 1.089
136 Cl -1.769 3.189 -6.805  C137 1.782
137 C -2.487 2.546 -8.304  Cl136 1.782, C138 1.508, H140 1.088, H141 1.089
138 C -3.926 2.137 -8.113  C137 1.508, Cl139 1.780, H142 1.090, H143 1.088
139 Cl -4.083 0.710 -7.060  C138 1.780
140 H -1.876 1.710 -8.639  C137 1.088
141 H -2.423 3.337 -9.050  C137 1.089
142 H -4.362 1.872 -9.076  C138 1.090
143 H -4.515 2.943 -7.681  C138 1.088
144 Cl -11.406 -1.888 3.236  C145 1.785
145 C -10.506 -2.529 1.835  Cl144 1.785, C146 1.508, H148 1.089, H149 1.089
146 C -10.939 -3.927 1.472  C145 1.508, Cl147 1.782, H150 1.089, H151 1.088
147 Cl -10.468 -5.121 2.707  C146 1.782
148 H -9.444 -2.488 2.069  C145 1.089
149 H -10.698 -1.855 1.002  C145 1.089
150 H -10.460 -4.227 0.541  C146 1.089
151 H -12.017 -3.989 1.337  C146 1.088

***

Record 3
Here is the ion C8H10N4S with charge +2 at a distorted geometry from the Open Molecules 2025 dataset. Energies are from ωB97M-V/def2-TZVPD.

The spin multiplicity is 1. The calculation puts the highest occupied orbital energy at -17.507 eV. As for the molar mass: 194.26 g mol⁻¹. As for the energy above the lowest of the compared OMol25 structures with the same formula, charge and spin: 239.9 kJ/mol. The total charge is +2. The calculation puts the frontier orbital gap at 7.6 eV. As for the LUMO energy: -9.902 eV.

Last columns: bonded neighbours and bond lengths (Å).
CARTESIAN COORDINATES (ANGSTROEM)
1 C -0.720 -3.535 -0.318  C2 1.336, N9 1.365, H14 1.051
2 C -0.885 -2.209 -0.346  C1 1.336, N10 1.356, H15 1.126
3 C 1.133 -2.727 0.308  N9 1.233, N10 1.462, H16 1.128
4 C -0.509 2.376 1.435  C5 1.327, N11 1.381, H17 1.095
5 C -0.990 1.318 0.794  C4 1.327, N12 1.487, H18 1.049
6 C 1.167 1.834 0.083  N11 1.377, N12 1.496, S13 2.027, H19 1.036
7 C 0.629 -0.352 0.206  N10 1.302, N12 1.441, S13 1.836
8 C -0.542 0.978 -1.621  N12 1.537, H20 1.030, H21 1.125, H22 1.139
9 N 0.590 -3.783 -0.025  C1 1.365, C3 1.233
10 N 0.240 -1.589 0.088  C2 1.356, C3 1.462, C7 1.302
11 N 0.708 2.805 0.944  C4 1.381, C6 1.377, H23 1.046
12 N 0.035 0.897 -0.198  C5 1.487, C6 1.496, C7 1.441, C8 1.537
13 S 2.187 0.300 0.928  C6 2.027, C7 1.836
14 H -1.392 -4.250 -0.696  C1 1.051
15 H -1.907 -1.737 -0.326  C2 1.126
16 H 2.214 -2.634 0.617  C3 1.128
17 H -1.021 2.911 2.243  C4 1.095
18 H -1.808 0.707 1.037  C5 1.049
19 H 1.531 2.216 -0.808  C6 1.036
20 H -0.251 1.939 -1.851  C8 1.030
21 H -0.141 0.128 -2.238  C8 1.125
22 H -1.678 1.001 -1.691  C8 1.139
23 H 1.410 3.405 1.435  N11 1.046